Record 1
The following is a DFT calculation (ωB97M-V with the def2-TZVPD basis set) of an isolated ion of composition C6H14BrN2 and charge +1 at a distorted geometry.

Energy relative to the best compared isomer or geometry (same formula, charge and spin): 45.01 kcal/mol
Multiplicity: 1
Net charge: +1
Gap between HOMO and LUMO: 9.5496 eV
SMILES string: CCN1CC[NH2+][C@]1(C)Br
Maximum force: 6.6 eV Å⁻¹
E_HOMO: -13.3 eV
DFT total energy: -79463.2324 eV

Each line ends with the Mulliken charge.
Positions of all 23 atoms, in Å:
1 C 0.392 2.539 -0.426  -0.928
2 C 1.127 1.380 0.240  -0.483
3 N 0.467 0.120 -0.087  0.202
4 C 0.610 -0.484 -1.409  -0.831
5 C 0.061 -1.955 -1.248  -0.628
6 N -0.580 -1.845 0.083  -0.019
7 C -0.627 -0.414 0.504  -0.316
8 C -0.749 -0.314 2.150  -1.275
9 Br -2.686 0.144 -0.237  -0.134
10 H -0.745 2.311 -0.200  0.177
11 H 0.752 3.412 -0.104  0.508
12 H 0.570 2.381 -1.558  0.250
13 H 2.072 1.383 -0.287  0.296
14 H 1.155 1.604 1.310  0.344
15 H 1.590 -0.329 -1.625  0.653
16 H 0.197 0.001 -2.242  0.392
17 H -0.678 -2.145 -1.974  0.337
18 H 0.856 -2.560 -1.166  0.382
19 H -1.628 -2.173 0.045  0.491
20 H -0.035 -2.416 0.764  0.436
21 H -1.579 -0.944 2.435  0.439
22 H -0.766 0.816 2.247  0.359
23 H 0.222 -0.512 2.785  0.348

Record 2
The following is a DFT calculation (ωB97M-V with the def2-TZVPD basis set) of C22H41ClNP3STi as an isolated structure at a distorted geometry.

Energy relative to the best compared isomer or geometry (same formula, charge and spin): 40.29 kcal/mol
Multiplicity: 1
Net charge: +4
Gap between HOMO and LUMO (alpha / beta): 4.7355 / 4.3307 eV
Maximum force: 3.7 eV Å⁻¹
E_HOMO (alpha / beta): -19.6 / -19.6 eV
DFT total energy: -99265.0092 eV

Each line ends with the Mulliken charge.
Positions of all 70 atoms, in Å:
1 Ti 1.770 -0.053 0.319  0.512
2 P -0.009 1.869 1.179  0.896
3 P -3.472 -1.806 -0.395  0.566
4 P 3.689 1.255 0.391  1.118
5 H 1.530 -0.641 -2.327  0.400
6 C 2.338 -0.448 -1.603  -1.048
7 C 2.637 -1.579 -0.716  -0.543
8 H 2.054 -2.501 -0.878  0.566
9 C -0.666 3.107 0.005  -1.198
10 C -1.491 1.541 2.233  -0.900
11 C 0.821 3.031 2.325  -1.577
12 C -4.904 -2.756 -0.865  -1.187
13 C -3.008 -2.073 1.313  -0.588
14 C -3.711 -0.068 -0.817  -0.376
15 C 5.259 0.730 -0.355  -1.325
16 C 3.972 1.536 2.135  -1.295
17 C 3.316 2.876 -0.312  -1.190
18 H 3.203 0.097 -1.980  0.281
19 H 3.680 -1.747 -0.386  0.208
20 H -1.211 3.874 0.571  0.470
21 H -1.340 2.655 -0.727  0.307
22 H 0.160 3.589 -0.531  0.439
23 H -1.786 2.473 2.744  0.504
24 H -1.276 0.793 3.007  0.242
25 H -2.346 1.193 1.638  0.053
26 H 0.124 3.845 2.556  0.567
27 H 1.708 3.472 1.873  0.327
28 H 1.099 2.548 3.260  0.441
29 H -5.619 -2.655 -0.035  0.439
30 H -4.589 -3.805 -0.965  0.449
31 H -5.368 -2.413 -1.811  0.400
32 H -3.449 -1.281 1.946  0.471
33 H -1.908 -2.049 1.404  -0.130
34 H -3.377 -3.058 1.649  0.472
35 H -4.803 0.073 -0.879  0.558
36 H -3.261 0.170 -1.804  0.146
37 H -3.279 0.602 -0.048  -0.135
38 H 5.987 1.552 -0.313  0.507
39 H 5.107 0.459 -1.408  0.436
40 H 5.697 -0.150 0.153  0.425
41 H 4.978 1.941 2.225  0.462
42 H 3.903 0.589 2.672  0.429
43 H 3.257 2.232 2.563  0.366
44 H 4.242 3.369 -0.617  0.483
45 H 2.817 3.512 0.411  0.357
46 H 2.662 2.795 -1.186  0.306
47 C -1.269 -0.894 -3.162  0.154
48 C -0.706 0.400 -3.198  0.155
49 C -1.147 1.300 -4.178  -0.799
50 C -2.156 0.920 -5.073  -0.392
51 C -2.686 -0.376 -5.045  -0.736
52 C -2.164 -1.293 -4.159  -0.233
53 S -1.029 -2.124 -1.945  0.181
54 H -2.298 -2.315 -1.551  0.102
55 H 0.086 0.694 -2.499  0.414
56 H -0.683 2.297 -4.256  0.465
57 H -2.511 1.640 -5.823  0.461
58 H -3.472 -0.672 -5.742  0.494
59 H -2.410 -2.353 -4.196  0.601
60 Cl 0.173 -0.842 5.488  -0.094
61 C 0.568 -1.693 4.038  -0.209
62 C 0.346 -3.059 3.916  -0.317
63 C 0.532 -3.621 2.654  -0.774
64 C 0.856 -2.818 1.570  -0.305
65 N 1.195 -1.519 1.723  0.279
66 C 1.050 -0.944 2.962  -0.796
67 H 0.029 -3.641 4.772  0.540
68 H 0.431 -4.686 2.465  0.491
69 H 0.894 -3.226 0.558  0.375
70 H 1.234 0.130 3.065  0.831

Record 3
The following is a DFT calculation (ωB97M-V with the def2-TZVPD basis set) of a 11-piece molecular cluster, C33H76O33S8 overall at a distorted geometry.

Multiplicity: 1
Net charge: 0
Gap between HOMO and LUMO: 10.6974 eV
SMILES string: CCOS(C)(=O)=O.CCOS(C)(=O)=O.CCOS(C)(=O)=O.CCOS(C)(=O)=O.CCOS(C)(=O)=O.CCOS(C)(=O)=O.CCOS(C)(=O)=O.CCOS(C)(=O)=O.O=C1OCCO1.O=C1OCCO1.O=C1OCCO1
Maximum force: 2.9 eV Å⁻¹
E_HOMO: -10.6 eV
DFT total energy: -189697.9694 eV

Each line ends with the Mulliken charge.
Positions of all 150 atoms, in Å:
1 C 6.835 46.624 10.443  0.196
2 C 7.826 46.709 11.597  -0.276
3 O 7.306 47.413 12.728  -0.341
4 S 7.207 46.616 14.153  1.154
5 C 6.087 47.742 14.938  -0.959
6 O 6.485 45.404 13.903  -0.269
7 O 8.464 46.692 14.849  -0.684
8 H 7.099 45.786 9.804  -0.597
9 H 6.812 47.587 9.931  0.493
10 H 5.824 46.435 10.809  0.098
11 H 7.997 45.678 11.928  -0.082
12 H 8.775 47.135 11.275  0.422
13 H 6.285 47.690 16.009  0.364
14 H 5.071 47.456 14.678  0.204
15 H 6.280 48.793 14.732  0.371
16 C 9.773 42.380 9.902  -0.441
17 C 10.451 43.698 9.634  -0.209
18 O 10.345 44.095 8.248  -0.196
19 S 10.396 45.677 8.020  1.190
20 C 10.793 45.726 6.283  -1.082
21 O 9.062 46.220 8.210  -0.411
22 O 11.464 46.277 8.776  -0.666
23 H 8.691 42.525 9.901  -0.431
24 H 10.014 41.974 10.885  0.390
25 H 10.047 41.599 9.191  0.426
26 H 10.031 44.438 10.323  0.102
27 H 11.507 43.755 9.911  0.388
28 H 11.804 45.999 5.993  0.369
29 H 10.125 46.451 5.819  0.345
30 H 10.559 44.755 5.845  0.311
31 C 7.367 38.571 11.670  -1.561
32 C 6.909 39.970 12.149  1.733
33 O 7.539 40.074 13.432  -0.561
34 S 7.092 41.327 14.365  1.132
35 C 7.803 42.687 13.533  -0.168
36 O 5.650 41.444 14.380  -0.370
37 O 7.777 41.197 15.635  -0.741
38 H 8.389 38.349 11.955  0.402
39 H 7.188 38.336 10.620  0.246
40 H 6.632 37.935 12.174  0.337
41 H 7.252 40.671 11.383  -0.521
42 H 5.829 39.968 12.288  -0.127
43 H 8.783 42.397 13.155  0.380
44 H 7.812 43.476 14.275  0.446
45 H 7.232 42.858 12.619  -0.452
46 C 0.175 44.572 10.239  -0.753
47 C 0.707 45.351 11.460  -0.500
48 O 2.014 44.940 11.794  -0.122
49 S 2.453 44.743 13.332  1.149
50 C 3.856 43.654 13.073  -0.117
51 O 2.941 45.948 13.938  -0.613
52 O 1.387 43.995 13.956  -0.692
53 H 0.520 43.535 10.274  0.002
54 H 0.328 45.080 9.293  0.177
55 H -0.886 44.353 10.389  0.437
56 H 0.699 46.409 11.177  0.219
57 H -0.056 45.343 12.239  0.526
58 H 4.642 44.216 12.568  -0.510
59 H 3.379 42.778 12.639  -0.001
60 H 4.381 43.432 14.003  0.687
61 C 2.052 37.033 7.432  -1.552
62 C 1.636 38.452 7.097  0.495
63 O 2.600 38.837 6.082  -0.073
64 S 2.581 40.360 5.572  0.670
65 C 2.383 39.986 3.819  -1.249
66 O 1.352 41.028 5.943  -0.502
67 O 3.861 40.995 5.767  -0.284
68 H 3.055 37.023 7.858  0.293
69 H 2.053 36.351 6.579  0.381
70 H 1.318 36.577 8.102  0.420
71 H 0.617 38.389 6.710  0.237
72 H 1.742 39.115 7.955  -0.002
73 H 1.386 39.564 3.735  0.376
74 H 3.149 39.321 3.429  0.333
75 H 2.464 40.958 3.333  0.415
76 C 3.701 39.651 15.577  -1.134
77 C 2.856 39.022 14.506  -0.306
78 O 3.454 39.404 13.242  0.018
79 S 2.904 38.768 11.893  0.707
80 C 3.476 37.047 12.104  -1.303
81 O 1.466 38.706 11.961  -0.717
82 O 3.592 39.422 10.810  0.022
83 H 3.698 40.736 15.553  0.193
84 H 4.710 39.255 15.523  0.245
85 H 3.203 39.447 16.531  0.460
86 H 2.815 37.933 14.598  0.354
87 H 1.827 39.382 14.429  0.280
88 H 2.696 36.575 12.697  0.490
89 H 4.371 37.116 12.717  0.345
90 H 3.560 36.535 11.152  0.386
91 C 5.873 37.175 4.888  -1.173
92 C 6.355 38.594 5.109  -0.132
93 O 6.361 38.921 6.477  -0.116
94 S 7.546 39.913 7.055  1.184
95 C 6.743 41.529 6.998  -0.140
96 O 7.848 39.489 8.391  -0.527
97 O 8.612 40.028 6.062  -0.761
98 H 5.936 36.899 3.832  0.400
99 H 4.815 37.161 5.153  0.085
100 H 6.535 36.443 5.350  0.373
101 H 7.334 38.737 4.644  0.475
102 H 5.709 39.267 4.530  0.080
103 H 7.479 42.189 7.455  0.174
104 H 5.839 41.463 7.597  -0.433
105 H 6.538 41.781 5.964  0.501
106 C 3.133 48.575 6.112  -1.076
107 C 4.180 48.000 7.073  -0.437
108 O 4.054 46.564 7.133  -0.105
109 S 5.005 45.680 6.155  0.932
110 C 6.680 46.145 6.722  -1.124
111 O 4.776 44.294 6.486  -0.150
112 O 4.786 46.203 4.817  -0.675
113 H 2.658 47.818 5.492  0.107
114 H 3.422 49.393 5.455  0.291
115 H 2.289 48.976 6.685  0.380
116 H 5.150 48.216 6.617  0.224
117 H 4.213 48.426 8.070  0.457
118 H 6.955 47.132 6.368  0.432
119 H 7.331 45.325 6.447  0.477
120 H 6.522 46.209 7.796  0.173
121 O -2.241 44.586 4.950  -0.585
122 C -1.090 44.529 5.265  0.608
123 O -0.441 45.229 6.165  -0.365
124 C 0.948 45.037 6.006  1.340
125 C 1.112 44.004 4.891  0.552
126 O -0.252 43.680 4.588  -0.401
127 H 1.522 45.950 5.855  -0.507
128 H 1.388 44.647 6.930  -0.394
129 H 1.610 43.069 5.126  -0.442
130 H 1.658 44.424 4.042  0.240
131 O 6.613 43.093 10.627  0.107
132 C 5.533 43.040 10.107  -0.480
133 O 4.951 41.879 9.708  -0.343
134 C 3.655 42.092 9.239  1.620
135 C 3.460 43.610 9.371  2.867
136 O 4.697 44.048 9.953  -0.237
137 H 3.567 41.982 8.151  -0.851
138 H 2.846 41.501 9.667  0.030
139 H 2.614 43.942 9.959  -1.840
140 H 3.417 44.093 8.396  -1.010
141 O 0.179 41.203 9.429  -0.216
142 C -0.964 40.987 9.152  0.357
143 O -1.763 41.896 8.560  -0.280
144 C -3.067 41.397 8.298  -0.314
145 C -2.887 39.932 8.802  -0.424
146 O -1.660 39.920 9.495  -0.331
147 H -3.951 41.837 8.760  0.285
148 H -3.322 41.401 7.238  0.293
149 H -2.793 39.198 7.994  0.242
150 H -3.756 39.534 9.328  0.336

Record 4
The following is a DFT calculation (ωB97M-V with the def2-TZVPD basis set) of H4N2O3Si in the gas phase at a distorted geometry.

Energy relative to the best compared isomer or geometry (same formula, charge and spin): 1.41 kcal/mol
Multiplicity: 1
Net charge: 0
Gap between HOMO and LUMO: 10.3542 eV
SMILES string: N[Si@H](O)[N+](=O)[O-]
Maximum force: 3.2 eV Å⁻¹
E_HOMO: -10.7 eV
DFT total energy: -17064.7050 eV

Each line ends with the Mulliken charge.
Positions of all 10 atoms, in Å:
1 N -1.290 -0.917 -0.536  -0.533
2 Si -0.219 0.146 0.420  0.532
3 O -0.409 1.740 0.051  -0.482
4 N 1.549 -0.410 0.184  0.807
5 O 2.063 -1.167 0.999  -0.531
6 O 2.170 0.232 -0.657  -0.534
7 H -2.247 -0.959 -0.248  0.228
8 H -1.225 -0.863 -1.606  0.259
9 H -0.725 0.034 1.806  -0.094
10 H 0.334 2.164 -0.411  0.348

Record 5
The following is a DFT calculation (ωB97M-V with the def2-TZVPD basis set) of C22H37KNO15 as an isolated structure at a distorted geometry.

Energy relative to the best compared isomer or geometry (same formula, charge and spin): 18.69 kcal/mol
Multiplicity: 1
Net charge: +1
Gap between HOMO and LUMO: 10.1589 eV
Maximum force: 8.6 eV Å⁻¹
E_HOMO: -12.2 eV
DFT total energy: -71934.6918 eV

Each line ends with the Mulliken charge.
Positions of all 76 atoms, in Å:
1 K 0.578 -0.796 -0.475  1.078
2 C 0.334 -3.762 2.823  -0.722
3 C -1.114 -3.488 2.396  0.442
4 C -1.421 -1.998 1.957  0.283
5 O -1.535 -2.116 0.544  -0.188
6 C -1.625 -3.341 0.262  0.474
7 O -1.943 -3.721 -0.841  -0.639
8 O -1.422 -4.175 1.219  -0.332
9 H 0.577 -4.852 2.861  0.397
10 H 0.596 -3.310 3.805  0.359
11 H 1.091 -3.351 2.182  -0.299
12 H -1.830 -3.728 3.216  0.325
13 H -0.700 -1.167 2.189  -0.299
14 H -2.354 -1.662 2.438  0.299
15 C -2.177 4.152 3.042  -1.477
16 C -1.028 3.216 3.500  0.397
17 C -1.471 1.870 4.118  -0.545
18 O -0.495 1.032 3.555  -0.263
19 C 0.062 1.607 2.524  0.391
20 O 0.736 0.974 1.702  -0.406
21 O -0.219 2.868 2.475  -0.368
22 H -2.615 4.669 3.908  0.450
23 H -2.962 3.607 2.532  0.321
24 H -1.875 4.860 2.268  0.296
25 H -0.357 3.842 4.105  0.403
26 H -2.457 1.681 3.757  0.303
27 H -1.510 1.758 5.214  0.350
28 C -1.706 4.360 -0.232  -1.099
29 C -2.287 3.094 -0.847  0.428
30 C -1.263 2.021 -1.221  -0.140
31 O -1.482 1.012 -0.258  0.085
32 C -2.562 1.239 0.514  0.129
33 O -3.004 0.569 1.404  -0.483
34 O -3.109 2.473 0.168  -0.389
35 H -2.560 4.998 0.086  0.383
36 H -1.044 4.950 -0.905  0.429
37 H -1.102 3.978 0.562  0.015
38 H -2.832 3.368 -1.730  0.393
39 H -0.275 2.437 -1.255  0.100
40 H -1.469 1.617 -2.210  0.027
41 C -0.437 -4.413 -4.131  -0.590
42 O 0.495 -5.056 -3.349  -0.306
43 C 1.042 -4.433 -2.356  0.661
44 O 0.989 -3.015 -2.009  -0.636
45 O 1.753 -5.204 -1.522  -0.358
46 C 2.388 -4.724 -0.321  -0.227
47 H 0.012 -3.610 -4.704  0.301
48 H -1.242 -4.002 -3.508  0.263
49 H -0.859 -5.278 -4.658  0.234
50 H 2.653 -3.689 -0.404  0.012
51 H 3.312 -5.322 -0.206  0.356
52 H 1.791 -4.882 0.581  0.133
53 C 4.003 -0.022 -0.226  -0.457
54 O 4.221 0.052 1.174  -0.333
55 C 3.350 -0.536 1.974  0.573
56 O 2.342 -1.522 1.559  -0.221
57 O 3.498 -0.260 3.295  -0.329
58 C 2.588 -0.822 4.209  -0.379
59 H 4.804 0.432 -0.761  0.388
60 H 3.121 0.561 -0.664  0.077
61 H 3.872 -1.045 -0.536  0.258
62 H 2.584 -1.882 4.163  0.285
63 H 1.566 -0.478 4.012  -0.003
64 H 2.768 -0.580 5.256  0.323
65 C -0.217 2.210 -6.238  -1.337
66 C -0.497 2.822 -4.902  -0.295
67 C 0.674 2.799 -3.930  -0.320
68 C 0.941 1.448 -3.381  0.181
69 N 1.119 0.441 -2.914  -0.466
70 H -1.154 1.874 -6.636  0.370
71 H 0.438 1.379 -6.214  0.373
72 H 0.148 2.949 -6.950  0.331
73 H -1.356 2.419 -4.433  0.260
74 H -0.837 3.879 -5.083  0.417
75 H 0.455 3.468 -3.078  0.077
76 H 1.505 3.226 -4.448  0.477